DFT (ωB97M-V with the def2-TZVPD basis set) results for the molecule C18H27F3N2O.

E: -1186.45111 Eh
HOMO energy: -0.311 Ha
SMILES string: CC(C)CN1CCN(Cc2ccc(C(F)(F)F)cc2)C[C@H]1CCO
total charge: 0
molecular weight: 344.4 g/mol
energy above the lowest of the compared OMol25 structures with the same formula, charge and spin: 10.9 kJ/mol

Each line ends with the natural charge from an NBO analysis.
Positions of all 51 atoms, in Å:
C  -0.963  -0.193  4.704  -0.611
C  -2.075  0.366  3.823  -0.218
C  -3.094  1.139  4.655  -0.603
C  -1.478  1.276  2.740  -0.207
N  -0.532  0.557  1.909  -0.465
C  -1.156  -0.173  0.825  -0.220
C  -0.134  -1.080  0.147  -0.232
N  0.997  -0.296  -0.312  -0.455
C  1.940  -1.099  -1.067  -0.228
C  1.372  -1.506  -2.399  -0.019
C  0.575  -0.617  -3.113  -0.166
C  0.056  -0.965  -4.344  -0.180
C  0.344  -2.215  -4.879  -0.167
C  -0.244  -2.607  -6.203  0.975
F  0.488  -3.525  -6.853  -0.324
F  -1.477  -3.140  -6.071  -0.328
F  -0.381  -1.567  -7.041  -0.325
C  1.136  -3.113  -4.178  -0.174
C  1.644  -2.754  -2.943  -0.204
C  1.614  0.353  0.830  -0.240
C  0.617  1.326  1.463  -0.022
C  0.278  2.477  0.492  -0.465
C  1.414  3.488  0.320  -0.056
O  2.509  3.001  -0.419  -0.720
H  -1.361  -0.910  5.418  0.206
H  -0.219  -0.685  4.085  0.225
H  -0.478  0.610  5.255  0.196
H  -2.586  -0.471  3.337  0.190
H  -2.619  1.985  5.147  0.200
H  -3.900  1.516  4.028  0.206
H  -3.527  0.497  5.419  0.211
H  -2.296  1.715  2.144  0.173
H  -0.950  2.094  3.236  0.194
H  -1.605  0.499  0.074  0.166
H  -1.955  -0.791  1.238  0.206
H  0.191  -1.853  0.867  0.169
H  -0.596  -1.577  -0.710  0.210
H  2.261  -1.997  -0.509  0.174
H  2.831  -0.487  -1.245  0.215
H  0.357  0.347  -2.682  0.217
H  -0.563  -0.275  -4.896  0.227
H  1.352  -4.083  -4.598  0.230
H  2.259  -3.454  -2.397  0.215
H  1.921  -0.384  1.592  0.172
H  2.496  0.904  0.500  0.230
H  1.082  1.754  2.359  0.200
H  0.028  2.055  -0.483  0.210
H  -0.594  3.012  0.873  0.213
H  1.823  3.773  1.293  0.174
H  1.015  4.394  -0.162  0.161
H  2.182  2.679  -1.267  0.463

DFT (ωB97M-V with the def2-TZVPD basis set) results for a cluster of 10 separate species, C18H27F6N9P in total at a distorted geometry.

E: -2135.62368 Eh
HOMO energy: -0.305 Ha
total charge: -1
molecular weight: 514.4 g/mol
energy above the lowest of the compared OMol25 structures with the same formula, charge and spin: 218.4 kJ/mol

Each line ends with the natural charge from an NBO analysis.
Positions of all 61 atoms, in Å:
P  -0.244  -0.213  0.146  2.602
F  -1.879  -0.205  0.296  -0.588
F  -0.214  1.378  -0.091  -0.581
F  -0.253  -0.006  1.767  -0.603
F  1.384  -0.196  0.256  -0.552
F  -0.168  -1.821  0.431  -0.594
F  -0.183  -0.488  -1.438  -0.577
C  2.525  -2.595  0.970  -0.724
C  3.606  -2.027  0.192  0.310
N  4.493  -1.544  -0.353  -0.377
H  2.002  -3.308  0.333  0.242
H  1.877  -1.799  1.336  0.274
H  2.911  -3.112  1.848  0.262
C  -2.689  2.205  -2.372  -0.739
C  -3.553  3.332  -2.021  0.290
N  -4.194  4.221  -1.681  -0.336
H  -2.376  1.607  -1.520  0.276
H  -1.830  2.473  -2.987  0.256
H  -3.237  1.561  -3.065  0.252
C  -2.355  -0.704  3.495  -0.739
C  -1.630  -0.528  4.729  0.304
N  -1.024  -0.394  5.692  -0.353
H  -2.531  0.155  2.854  0.275
H  -3.356  -1.110  3.665  0.243
H  -1.839  -1.443  2.883  0.268
C  1.069  0.699  -4.067  -0.722
C  1.354  1.391  -5.316  0.289
N  1.533  1.894  -6.332  -0.342
H  0.833  1.341  -3.223  0.262
H  1.999  0.161  -3.871  0.261
H  0.262  -0.012  -4.231  0.250
C  -0.567  4.275  -0.665  -0.756
C  0.144  5.364  -1.319  0.303
N  0.733  6.226  -1.792  -0.355
H  0.030  3.364  -0.654  0.274
H  -1.623  4.225  -0.911  0.252
H  -0.550  4.450  0.418  0.274
C  0.458  -4.016  -2.013  -0.728
C  0.967  -4.887  -0.948  0.289
N  1.379  -5.606  -0.155  -0.335
H  0.994  -3.100  -1.735  0.269
H  -0.600  -3.789  -2.083  0.256
H  0.849  -4.255  -3.000  0.254
C  2.626  1.496  0.701  -0.801
C  2.332  2.866  1.128  0.307
N  2.112  3.956  1.410  -0.412
H  3.320  0.907  1.291  0.253
H  2.936  1.580  -0.343  0.246
H  1.656  1.002  0.585  0.325
C  -3.338  -2.886  -0.175  -0.721
C  -4.713  -3.005  -0.655  0.292
N  -5.818  -3.084  -0.957  -0.349
H  -3.383  -2.425  0.808  0.260
H  -2.785  -2.209  -0.828  0.264
H  -2.794  -3.826  -0.221  0.252
C  1.870  0.750  4.038  -0.733
C  2.968  -0.206  3.934  0.308
N  3.778  -1.002  3.777  -0.370
H  1.768  1.167  5.035  0.258
H  0.911  0.299  3.778  0.273
H  2.048  1.456  3.229  0.262

DFT (ωB97M-V with the def2-TZVPD basis set) results for a cluster of 3 separate species, C18H27N2O6P in total.

E: -1604.13522 Eh
HOMO energy: -0.352 Ha
SMILES string: O=[N+]([O-])c1ccccc1.O=[N+]([O-])c1ccccc1.CCCCO[PH3]CCO
total charge: 0
molecular weight: 398.4 g/mol

Each line ends with the natural charge from an NBO analysis.
Positions of all 54 atoms, in Å:
O  2.817  0.112  3.520  -0.379
N  2.184  -0.280  4.481  0.520
O  2.442  -0.010  5.638  -0.372
C  1.019  -1.154  4.229  0.088
C  0.744  -1.539  2.930  -0.223
C  -0.339  -2.375  2.706  -0.200
C  -1.125  -2.799  3.770  -0.185
C  -0.829  -2.395  5.065  -0.206
C  0.256  -1.566  5.306  -0.213
H  1.373  -1.197  2.121  0.244
H  -0.564  -2.699  1.698  0.229
H  -1.971  -3.449  3.588  0.221
H  -1.441  -2.727  5.893  0.223
H  0.512  -1.242  6.303  0.251
O  -6.873  1.912  -4.705  -0.376
N  -6.956  1.000  -3.906  0.519
O  -7.998  0.558  -3.463  -0.376
C  -5.698  0.374  -3.449  0.085
C  -4.499  0.868  -3.928  -0.215
C  -3.324  0.274  -3.494  -0.214
C  -3.362  -0.790  -2.600  -0.186
C  -4.582  -1.264  -2.136  -0.208
C  -5.767  -0.683  -2.559  -0.214
H  -4.495  1.695  -4.622  0.250
H  -2.375  0.646  -3.858  0.217
H  -2.443  -1.247  -2.258  0.240
H  -4.611  -2.092  -1.440  0.222
H  -6.727  -1.033  -2.213  0.249
C  4.860  -0.060  0.854  -0.598
C  5.008  1.407  0.453  -0.411
C  4.405  1.758  -0.922  -0.430
C  3.433  2.934  -0.881  -0.065
O  2.354  2.788  0.018  -0.840
P  1.107  1.680  -0.344  1.074
C  -0.311  0.503  -0.741  -0.783
C  0.154  -0.668  -1.592  -0.072
O  -0.456  -1.891  -1.154  -0.744
H  5.231  -0.718  0.061  0.193
H  5.437  -0.278  1.756  0.216
H  3.821  -0.326  1.067  0.199
H  4.540  2.036  1.217  0.216
H  6.074  1.654  0.454  0.200
H  5.189  2.031  -1.635  0.211
H  3.913  0.872  -1.346  0.187
H  3.043  3.136  -1.894  0.163
H  3.973  3.832  -0.565  0.188
H  0.307  2.441  0.516  -0.020
H  1.203  2.045  -1.713  -0.065
H  1.843  0.620  0.222  -0.055
H  -0.739  0.117  0.187  0.228
H  -1.093  1.077  -1.252  0.213
H  1.250  -0.777  -1.554  0.160
H  -0.107  -0.506  -2.646  0.166
H  0.194  -2.604  -1.184  0.476

DFT (ωB97M-V with the def2-TZVPD basis set) results for a structure of composition C18H27N2O6P2Pd at a distorted geometry.

E: -2072.38069 Eh
HOMO energy (spin up / spin down): -0.615 / -0.614 Ha
total charge: +3
molecular weight: 535.8 g/mol
energy above the lowest of the compared OMol25 structures with the same formula, charge and spin: 38.9 kJ/mol
multiplicity: 5

Each line ends with the Löwdin charge.
Positions of all 56 atoms, in Å:
Pd  -0.733  0.247  -0.019  0.742
P  -0.505  -0.036  2.211  0.839
C  -2.022  0.721  2.863  -0.191
C  -2.314  1.976  2.057  -0.211
N  -1.879  2.022  0.793  0.034
C  -2.037  3.107  0.027  -0.208
C  -2.662  4.242  0.542  0.124
C  -3.168  4.217  1.839  0.080
C  -3.006  3.059  2.598  0.126
C  -1.502  3.083  -1.392  -0.193
P  -1.244  1.360  -1.897  0.827
H  -3.351  2.966  3.621  0.162
H  -2.748  5.096  -0.120  0.163
H  -3.663  5.092  2.257  0.158
H  -2.193  3.568  -2.096  0.134
H  -0.530  3.596  -1.466  0.143
H  -2.830  -0.027  2.747  0.143
H  -1.884  0.947  3.928  0.130
H  -3.909  -2.015  -0.972  -0.005
O  -4.082  -1.559  -0.112  -0.111
H  -4.731  -2.085  0.381  0.053
H  -2.208  -2.664  -2.453  0.084
O  -3.112  -2.310  -2.476  -0.059
H  -3.438  -2.446  -3.388  0.107
C  -2.809  0.743  -2.501  -0.197
H  -3.160  1.392  -3.311  0.087
H  -2.673  -0.293  -2.845  0.038
H  -3.533  0.722  -1.675  0.065
C  0.078  1.256  -3.091  -0.190
H  0.119  0.210  -3.426  0.081
H  -0.129  1.926  -3.935  0.088
H  1.026  1.526  -2.600  0.062
C  0.937  0.870  2.780  -0.184
H  0.964  0.865  3.878  0.086
H  1.829  0.369  2.374  0.072
H  0.895  1.902  2.402  0.070
C  -0.442  -1.765  2.664  -0.177
H  0.408  -2.205  2.122  0.062
H  -0.296  -1.855  3.748  0.092
H  -1.377  -2.255  2.354  0.080
O  1.869  0.570  -0.365  0.079
C  1.805  -0.677  -0.514  -0.546
O  0.691  -1.351  -0.533  -0.087
C  3.064  -1.504  -0.595  -0.127
C  3.043  -2.861  -0.229  0.010
C  4.225  -3.595  -0.207  0.054
C  5.443  -2.982  -0.564  -0.100
C  5.443  -1.647  -1.010  0.056
C  4.268  -0.907  -0.999  0.018
N  6.679  -3.665  -0.356  -0.297
O  6.664  -4.822  0.126  0.105
O  7.743  -3.082  -0.672  0.106
H  2.103  -3.341  0.055  0.123
H  4.225  -4.640  0.090  0.136
H  6.368  -1.200  -1.349  0.135
H  4.282  0.141  -1.288  0.130